(1)
C4H5NO2 | ωB97M-V with the def2-TZVPD basis set

Frontier orbital gap (eV): 9.190
Relative energy (zero: lowest compared OMol25 entry of this formula, charge and spin) (kcal/mol): 25.4
Structure (SMILES): Cc1cnc(O)o1
Electronic energy (eV): -9813.2143

Element x y z (Å)
O1 -2.8682 -0.5161 -0.0569
O2 -0.5731 -0.7354 0.0594
N1 -1.4620 1.2615 -0.0629
C1 0.5317 0.1631 0.0209
C2 -1.6442 0.0245 -0.0839
C3 -0.0808 1.3979 0.0378
C4 1.8371 -0.5055 -0.0788
H1 2.0325 -0.8770 0.9785
H2 0.3747 2.3697 0.1264
H3 1.9109 -1.2870 -0.8161
H4 2.6351 0.2126 -0.3744
H5 -2.6938 -1.5083 0.2500



(2)
C63H97BrF3N12O2S2 | ωB97M-V with the def2-TZVPD basis set

Net charge: +1
Frontier orbital gap (eV): 6.160
Electronic energy (eV): -188736.1227

Element x y z (Å)
Br1 1.2473 2.8696 -3.2910
S1 -1.2090 -0.1129 -2.9832
S2 -3.8729 0.5579 -4.0563
F1 6.9535 3.7375 2.6442
F2 6.2389 5.1629 1.1999
F3 4.9830 4.5932 2.8788
O1 6.2351 2.8004 0.0795
O2 -0.0537 -3.8502 2.3505
N1 -9.6110 -5.6333 -0.8609
N2 -8.9324 -1.3282 0.1573
N3 4.5607 -0.6749 8.1386
N4 3.5204 3.8644 5.4081
N5 4.4347 1.0402 -1.4097
N6 -4.0465 -5.6844 -0.8461
N7 4.7031 -6.7013 4.1188
N8 1.9900 2.3223 -0.6168
N9 6.0556 3.9139 -3.7322
N10 -2.0307 2.3714 -2.9939
N11 -7.1826 -3.0197 -8.6410
N12 7.5796 2.7476 6.2025
C1 8.0290 2.1577 7.3532
C2 -11.7799 -5.2871 -0.6014
C3 5.8393 -7.1553 3.5055
C4 7.3766 5.6279 -4.1917
C5 -1.3788 3.6632 -1.0156
C6 -2.3015 1.0435 -3.3361
C7 5.8752 4.1525 1.9601
C8 4.6007 -1.4739 9.2510
C9 -1.6657 -3.1185 0.7304
C10 -3.5690 0.6529 -5.8611
C11 3.0379 1.9551 0.4183
C12 -3.2790 6.1926 -4.8035
C13 1.1680 -4.4709 2.0161
C14 8.6410 3.0355 5.3843
C15 6.0096 -4.9397 3.8408
C16 -5.9681 -3.6195 -8.4573
C17 6.6701 -6.0848 3.3162
C18 -4.1472 5.2500 -3.9624
C19 2.3381 1.5546 1.7184
C20 -10.5372 -4.8371 -0.2474
C21 9.3912 2.0626 7.2684
C22 3.3366 -1.5188 1.0433
C23 -11.5939 -6.4017 -1.4653
C24 3.8343 0.7482 -0.0858
C25 -5.3700 -3.0302 -7.3761
C26 2.6141 2.6094 -1.9402
C27 -3.8629 3.7619 -4.1449
C28 -5.9942 -6.6439 -0.4274
C29 3.6027 0.2927 8.2982
C30 -0.4251 2.9130 -0.0756
C31 -2.1586 0.3258 -6.2896
C32 -9.3780 -1.4014 -1.1350
C33 5.3528 2.9573 1.1452
C34 -2.1026 0.0653 -7.7940
C35 3.0204 0.1024 9.5218
C36 3.4185 1.4141 -2.3797
C37 6.9439 4.8085 -3.1866
C38 -7.3700 -2.0501 -7.6969
C39 -2.3814 3.3739 -4.0055
C40 -1.1470 -4.2751 1.5681
C41 6.7317 5.2132 -5.3906
C42 -4.8948 -5.2715 -1.8314
C43 3.9005 3.2064 0.7375
C44 -9.5346 -0.2761 0.7945
C45 -6.1119 -5.8514 -1.6042
C46 4.7987 -5.3545 4.3300
C47 -6.2615 -2.0329 -6.8936
C48 2.3717 3.1345 5.5670
C49 2.3198 -3.5251 2.2927
C50 9.7795 2.6179 6.0182
C51 3.8821 4.4085 6.6131
C52 5.9299 4.1526 -5.0765
C53 -10.2767 -0.3877 -1.3259
C54 1.0357 3.3846 -0.1423
C55 -2.4258 2.7289 -1.6308
C56 -4.7043 -6.5206 0.0158
C57 3.0088 -0.5754 -0.1449
C58 -10.3758 0.3274 -0.1004
C59 1.9966 3.2191 6.8814
C60 -10.2446 -6.5882 -1.6087
C61 2.0804 -2.1697 1.6241
C62 3.6530 -1.0182 10.1258
C63 2.9523 4.0313 7.5441
H1 4.0031 -4.8106 4.8095
H2 8.4964 3.5045 4.4290
H3 10.7806 2.7009 5.6308
H4 -4.4034 -3.2864 -6.9748
H5 -8.2698 -1.4600 -7.6763
H6 5.4340 2.1024 1.8095
H7 1.6256 -1.5128 2.3543
H8 1.3101 3.7568 0.8301
H9 5.1495 -0.7792 7.3346
H10 4.8196 0.1638 -1.7340
H11 -2.3054 5.7842 -5.0406
H12 -4.2337 -0.0448 -6.3515
H13 -8.2679 -1.9520 0.5747
H14 1.9222 2.6161 4.7393
H15 3.4456 3.6890 1.5890
H16 1.2946 -5.3581 2.6347
H17 3.7806 -0.9433 1.8467
H18 3.4388 -1.4377 11.0939
H19 8.0792 6.4359 -4.0828
H20 -4.1334 5.5218 -2.9136
H21 1.9114 2.4167 2.2093
H22 -7.8393 -3.2568 -9.3609
H23 -3.4233 3.1528 -1.5560
H24 3.1686 3.5322 -1.9045
H25 -1.4747 1.1434 -6.0833
H26 -6.1068 -1.3793 -6.0518
H27 3.4178 1.0294 7.5348
H28 4.0232 3.9846 4.5460
H29 -4.2031 -6.9521 0.8647
H30 4.6573 0.5340 0.5765
H31 6.6180 2.9357 5.9940
H32 3.2152 -4.0296 1.9478
H33 5.9591 -8.1957 3.2591
H34 -0.8804 -5.1068 0.9222
H35 2.9574 4.3052 8.5849
H36 1.4285 1.4769 -0.7661
H37 5.5814 3.1895 -3.2284
H38 -4.5599 -4.6057 -2.6064
H39 -2.4438 1.8017 -1.0756
H40 -3.8181 1.6410 -6.2236
H41 -2.7055 -3.2476 0.4589
H42 7.6435 -6.1178 2.8576
H43 -3.7813 6.4328 -5.7311
H44 6.3847 -3.9297 3.8581
H45 10.0389 1.6414 8.0180
H46 -0.7632 3.0858 0.9369
H47 -3.0836 -5.4153 -0.7702
H48 -1.9362 4.3831 -0.4288
H49 1.0831 4.2229 -0.8194
H50 -1.9858 3.0427 -4.9579
H51 3.8927 3.9491 -0.0553
H52 -2.8865 -0.6325 -8.0674
H53 -10.8064 -0.1815 -2.2401
H54 -3.1336 7.1225 -4.2695
H55 -0.5111 1.8411 -0.2395
H56 1.9395 -0.4042 -0.0894
H57 3.2506 -1.1146 -1.0512
H58 -1.8257 4.2686 -3.7470
H59 -1.7539 -0.5448 -5.7885
H60 6.8474 5.6450 -6.3696
H61 -4.2632 3.4439 -5.0979
H62 -5.6360 -4.4110 -9.1058
H63 3.0782 1.1105 2.3647
H64 1.1920 -4.7966 0.9776
H65 4.7600 5.0258 6.7040
H66 5.2965 -2.2903 9.3239
H67 -12.3629 -6.9955 -1.9292
H68 1.3309 -2.3092 0.8508
H69 -10.9959 1.1845 0.1000
H70 -1.9432 -4.6156 2.2220
H71 -6.7647 -7.2369 0.0375
H72 4.0523 -2.2741 0.7477
H73 2.3620 -3.4311 3.3695
H74 -2.2230 0.9785 -8.3593
H75 -1.0471 -2.9706 -0.1453
H76 1.1319 2.7495 7.3192
H77 -4.4439 3.2225 -3.4103
H78 -6.9876 -5.7191 -2.2187
H79 7.3440 1.8581 8.1276
H80 -10.2313 -4.0208 0.3839
H81 -5.1719 5.4071 -4.2761
H82 -9.0196 -2.1668 -1.8015
H83 -0.8501 4.2105 -1.7808
H84 7.1871 4.7823 -2.1373
H85 -8.6163 -5.5285 -0.7740
H86 2.2298 0.7018 9.9409
H87 3.9005 1.6860 -3.3099
H88 1.5317 0.8577 1.5422
H89 -9.3151 -0.0503 1.8235
H90 -12.7168 -4.8654 -0.2803
H91 2.7244 0.6150 -2.6450
H92 5.2812 3.5494 -5.6884
H93 3.9194 -7.2714 4.3760
H94 -9.6847 -7.3134 -2.1740
H95 5.7616 2.8886 -0.7483
H96 -1.5853 -2.2295 1.3444
H97 -1.1515 -0.3721 -8.0655



(3)
C2H5OP | ωB97M-V with the def2-TZVPD basis set

Frontier orbital gap (eV): 7.242
Relative energy (zero: lowest compared OMol25 entry of this formula, charge and spin) (kcal/mol): 82.2
Electronic energy (eV): -13487.3120

Element x y z (Å)
P1 -2.2198 -0.2338 -0.1077
O1 -0.5516 0.8359 0.1879
C1 0.7371 0.4833 -0.3579
C2 1.1699 -0.7454 -0.0973
H1 2.1355 -1.0840 -0.5369
H2 -0.8386 1.7348 0.1183
H3 1.2169 1.3186 -0.9694
H4 -2.2718 -0.8554 1.2682
H5 0.6224 -1.4540 0.4947



(4)
C56H107NO24S11 | ωB97M-V with the def2-TZVPD basis set

Frontier orbital gap (eV): 9.382
Electronic energy (eV): -229621.2279

Element x y z (Å)
S1 -2.7029 2.1583 -3.5281
S2 4.7803 -0.9503 -3.7165
S3 -1.0491 0.9914 5.6570
S4 1.2463 1.0657 -7.9439
S5 -0.9574 5.0257 2.6490
S6 -0.0949 -3.1115 -4.0845
S7 2.5656 -2.4193 5.1441
S8 -0.9695 -0.6659 1.3915
S9 -6.1365 1.4705 0.0906
S10 3.8492 -4.7102 0.8454
S11 1.8347 4.9780 -1.9826
O1 0.0562 0.8994 -8.7330
O2 6.6236 0.4466 0.9002
O3 0.2242 -2.6203 -5.3908
O4 4.3398 -5.3564 -0.3426
O5 1.6323 3.6062 -1.5869
O6 2.5146 0.6218 -8.4550
O7 0.0646 4.1003 3.0721
O8 -2.8218 1.1798 -2.4747
O9 -6.4380 2.0131 1.3924
O10 -2.1438 -0.2296 2.1192
O11 -2.2640 1.7572 -4.8424
O12 2.4950 -1.8685 6.4746
O13 5.2468 -1.9505 -2.7899
O14 0.7709 -2.8557 -2.9590
O15 6.2682 2.2814 -0.1702
O16 4.6207 -1.2697 -5.1060
O17 3.4104 -1.8364 4.1310
O18 -0.2876 -1.8814 1.7675
O19 -0.8582 6.4119 2.9996
O20 3.5100 -5.5174 1.9967
O21 0.0056 0.5346 4.7786
O22 -1.3802 2.3890 5.6396
O23 0.7326 5.9106 -1.9528
O24 -5.6809 2.3442 -0.9642
N1 5.9962 1.4680 0.6971
C1 3.0504 -2.1944 0.6656
C2 -2.5179 4.3422 3.1632
C3 0.9546 0.3800 -6.2876
C4 -0.1732 -0.1436 -1.0593
C5 3.2588 -0.2517 -3.0545
C6 -1.2291 4.7503 0.8739
C7 -2.2019 -3.8770 -2.8107
C8 -5.0236 0.0750 0.3056
C9 -4.1906 3.2150 -3.6684
C10 -2.7798 3.2392 2.1492
C11 -2.5880 -5.1720 0.9916
C12 0.2317 0.6588 1.2160
C13 4.6846 1.0079 2.7118
C14 -1.5382 -0.8060 7.6111
C15 -2.4168 4.7550 -2.9191
C16 -0.4279 -4.8821 -4.1183
C17 -0.6657 0.4097 7.3242
C18 3.5564 1.2047 3.4732
C19 -0.4765 -6.5363 1.2142
C20 3.8508 2.6120 1.1233
C21 4.9771 -3.4175 1.3690
C22 3.7413 0.8846 -2.1843
C23 1.5708 -4.9186 5.1594
C24 2.4909 -3.5790 0.3930
C25 1.4017 2.7851 -7.4147
C26 2.5976 5.0136 -3.6132
C27 2.5646 2.1000 3.0916
C28 -3.4512 -4.0328 1.5278
C29 -2.0776 -1.2999 6.2489
C30 3.8460 5.8831 -3.4463
C31 4.8234 1.7192 1.5278
C32 3.2220 5.7200 -1.1156
C33 4.3917 5.5250 -2.0499
C34 0.7095 2.8738 -6.0514
C35 -3.8664 4.3530 -2.7263
C36 0.9540 -2.6621 4.4647
C37 5.7601 0.5451 -3.5099
C38 2.9088 -4.1838 5.2427
C39 -1.7525 -2.6668 -3.6045
C40 1.0763 1.5554 -5.3630
C41 -1.2928 -5.3725 1.7765
C42 -2.5196 3.9223 0.8022
C43 -3.8559 -4.0597 2.9895
C44 -2.4698 -0.0578 5.4829
C45 -7.5197 0.4743 -0.4650
C46 4.7840 1.6268 -3.0541
C47 -5.8542 -1.1810 0.1319
C48 -7.3432 -0.8134 0.3217
C49 -1.5959 3.4659 -2.9413
C50 4.5675 -2.2562 0.4937
C51 2.7076 2.7911 1.8900
C52 0.2450 1.0907 -0.2501
C53 -4.5565 -2.7725 3.4258
C54 -1.3744 -0.7351 -0.3600
C55 0.4283 -3.8777 5.2006
C56 -1.8734 -5.0832 -3.6775
H1 1.6065 -3.8633 0.9608
H2 4.2687 0.5288 -1.2957
H3 5.4648 0.3495 3.0662
H4 -4.3710 -3.8713 0.9464
H5 1.0950 3.7696 -5.5707
H6 2.1458 1.7009 -5.1478
H7 -1.0031 -1.6142 8.1052
H8 -4.1044 4.0719 -1.6980
H9 1.1998 0.2833 1.5457
H10 1.2720 1.3067 -0.5327
H11 -0.3441 4.2248 0.5176
H12 5.2980 2.3635 -2.4401
H13 -1.5424 -5.5707 2.8227
H14 -0.2460 -5.1952 -5.1480
H15 2.2843 -3.7660 -0.6625
H16 2.9197 4.0041 -3.8706
H17 -1.7233 -1.7447 -0.5690
H18 -0.1452 -6.3004 0.2009
H19 2.7037 -1.0643 -2.5875
H20 -2.5663 -5.1340 -4.5173
H21 -7.5857 -0.7046 1.3784
H22 -0.3996 1.9602 -0.3720
H23 6.0054 -3.7711 1.3420
H24 -2.0809 2.4171 2.3142
H25 3.6101 6.9438 -3.5330
H26 4.6200 5.6370 -4.1726
H27 4.2538 2.0635 -3.9032
H28 4.8133 -2.5496 -0.5343
H29 -1.9536 -6.0175 -3.1222
H30 2.7270 0.1059 -3.9335
H31 -1.0407 -7.4711 1.2003
H32 -0.7592 3.5168 -3.6329
H33 -8.4237 1.0579 -0.3138
H34 -4.2172 0.1947 -0.4185
H35 0.2922 -3.6269 6.2590
H36 -3.8990 -1.9200 3.2433
H37 -2.1778 -0.0033 -0.4560
H38 1.4178 -5.6290 5.9714
H39 -1.8767 -1.6534 -3.2265
H40 -2.3166 -2.6443 -4.5481
H41 -5.5194 -2.6659 2.9281
H42 -4.7094 -2.7918 4.5080
H43 -7.3041 0.2995 -1.5205
H44 5.0480 -1.2888 0.6172
H45 0.3387 -5.3850 -3.5329
H46 -5.7571 -1.5718 -0.8838
H47 1.9377 3.4782 1.5662
H48 3.9809 3.1696 0.2043
H49 -3.1438 -6.1114 0.9355
H50 1.6619 2.1358 3.6872
H51 5.2487 6.1429 -1.7879
H52 -0.0672 1.4136 1.9453
H53 -5.0458 2.6049 -3.3933
H54 2.7893 -1.9465 1.6984
H55 -2.4101 -0.5591 8.2189
H56 -2.9835 -4.1958 3.6365
H57 -4.2215 3.5316 -4.7097
H58 3.5079 -4.4498 4.3714
H59 0.3702 -1.7487 4.5413
H60 6.6234 0.3839 -2.8672
H61 -4.5391 0.2675 1.2648
H62 0.5569 1.4771 -4.4076
H63 0.6713 -0.8394 -1.0652
H64 2.6608 -1.4138 0.0080
H65 1.0456 3.4280 -8.2141
H66 1.4942 -5.4914 4.2336
H67 -2.8928 -2.0224 6.2734
H68 0.4037 -6.7291 1.8310
H69 -3.7966 2.8641 2.2534
H70 1.8767 5.3813 -4.3375
H71 2.9094 1.5288 -1.9012
H72 -7.9679 -1.5942 -0.1115
H73 -0.4025 0.0635 -2.1046
H74 -1.5962 -3.9018 -1.8915
H75 -2.7422 -0.1851 4.4352
H76 -2.2571 5.3168 -3.8415
H77 4.7396 -3.2065 2.4162
H78 -0.8973 1.2657 7.9601
H79 3.2963 5.4026 -0.0778
H80 -0.6714 -4.4735 1.7414
H81 -3.3085 0.4797 5.9362
H82 -1.2573 -1.8168 5.7490
H83 -2.0543 5.3965 -2.1156
H84 2.4750 2.9050 -7.2534
H85 -5.5398 -1.9702 0.8087
H86 -2.9267 -3.0902 1.3051
H87 1.6421 -0.4498 -6.1463
H88 -1.2717 3.2127 -1.9357
H89 -4.4931 -4.9294 3.1833
H90 -2.4412 3.1898 -0.0069
H91 -0.0562 -0.0145 -6.3968
H92 0.4132 0.2691 7.3669
H93 -3.2049 -3.7740 -2.3924
H94 -2.4154 4.1079 4.2217
H95 4.7242 4.4833 -2.0487
H96 1.1027 -2.9249 3.4168
H97 -1.3181 5.7299 0.4105
H98 -3.3686 4.5522 0.5293
H99 -0.5199 -4.2096 4.7831
H100 -0.3664 2.9970 -6.1938
H101 2.9523 6.7796 -1.0982
H102 -3.2823 5.1153 3.0484
H103 6.1982 0.7623 -4.4869
H104 3.4941 -4.3973 6.1342
H105 3.4601 0.7369 4.4427
H106 -2.2898 -4.8755 -0.0199
H107 -4.5314 5.2090 -2.8773



(5)
C4H7N3O | ωB97M-V with the def2-TZVPD basis set

Frontier orbital gap (eV): 7.248
Relative energy (zero: lowest compared OMol25 entry of this formula, charge and spin) (kcal/mol): 78.0
Electronic energy (eV): -10776.3665

Element x y z (Å)
O1 -2.9390 0.0648 -0.1272
N1 -0.9232 1.1648 -0.2435
N2 1.8950 -1.1910 -0.0633
N3 1.3432 1.8228 -0.1260
C1 0.5797 -0.6113 -0.2096
C2 -1.5874 -0.0159 -0.0854
C3 -0.7835 -1.1106 -0.1693
C4 0.4425 0.7371 -0.3075
H1 -1.2542 2.0986 -0.0922
H2 -1.0828 -2.1628 -0.1706
H3 2.1888 -1.5282 0.8442
H4 2.0022 -1.8881 -0.8522
H5 1.2130 2.1295 0.9162
H6 -3.4438 -0.8278 0.7119
H7 2.3495 1.3180 -0.0256



(6)
C21H20BeN4O4S | ωB97M-V with the def2-TZVPD basis set

Frontier orbital gap (eV): 7.665
Electronic energy (eV): -47494.7300

Element x y z (Å)
S1 -0.0573 2.9387 0.1356
O1 0.9001 0.5354 -0.7218
O2 -0.8010 0.3378 1.4307
O3 0.0682 -0.3899 3.3282
O4 -0.4862 -6.7400 0.3636
N1 -1.8770 0.4361 -0.9718
N2 -0.1922 -1.7918 -0.0990
N3 1.4783 -6.5011 -0.7352
N4 0.4335 2.1001 -2.3661
C1 0.7983 1.7381 2.5827
C2 -4.2328 0.7864 -0.8364
C3 0.8195 2.8202 1.6843
C4 -0.6792 -2.5623 0.8791
C5 2.3279 2.9371 4.0433
C6 0.3526 -6.0245 -0.1393
C7 -3.0155 1.5126 -2.7532
C8 0.1914 -4.5270 -0.1541
C9 -3.0373 0.3323 -0.3164
C10 2.4319 2.3252 -0.9910
C11 0.7110 -3.7205 -1.1583
C12 -0.5213 1.1475 -2.8938
C13 -0.5204 -3.9353 0.8774
C14 0.9927 1.8467 -1.0354
C15 -1.8509 1.0236 -2.1774
C16 1.5849 3.9441 2.0057
C17 2.3298 4.0127 3.1689
C18 -0.0124 0.4576 2.4555
C19 0.4964 -2.3574 -1.0919
C20 1.5671 1.8225 3.7447
C21 -4.2189 1.3921 -2.0817
Be1 -0.3908 -0.0045 -0.0466
H1 -0.9318 -4.5444 1.6691
H2 -2.9661 1.9862 -3.7245
H3 -1.1710 -2.0357 1.6868
H4 3.0071 1.7011 -1.6762
H5 0.1434 3.0610 -2.4874
H6 -5.1447 0.6759 -0.2680
H7 -0.7257 1.4298 -3.9277
H8 -2.9768 -0.1075 0.6698
H9 -0.0477 0.1670 -2.9171
H10 2.8338 2.2171 0.0153
H11 2.9104 2.9673 4.9550
H12 1.2581 -4.1329 -1.9951
H13 2.9125 4.8994 3.3839
H14 1.5370 0.9752 4.4150
H15 2.5113 3.3670 -1.3005
H16 1.6500 -7.4896 -0.6574
H17 2.2570 -5.8985 -0.9305
H18 0.8963 -1.6729 -1.8279
H19 -5.1326 1.7697 -2.5222
H20 1.5892 4.7723 1.3093



What is the formula in the first record? C4H5NO2



Among the records above, which one has the highest frontier orbital gap? C56H107NO24S11



Number 3 is which compound? C2H5OP